# 1
Below is a structure of composition C20H25AgN5O3, with properties calculated with wB97M-V/def2-TZVPD.

Each line ends with the Mulliken charge.
Element x y z (Å)
Ag: -0.66 0.25 -0.27  0.294
N: 3.14 0.33 2.55  0.022
C: 2.10 0.78 1.82  -0.613
N: 1.00 0.14 1.62  -0.169
C: 0.84 -1.11 2.23  0.493
N: -0.31 -1.67 2.24  -0.997
N: -1.29 -1.18 1.48  0.160
C: -2.45 -0.92 1.93  -0.544
C: -3.50 -0.55 0.97  1.042
C: -4.84 -0.59 1.34  -0.786
C: -5.81 -0.31 0.39  -0.237
C: -5.41 -0.02 -0.90  -0.982
C: -4.05 0.01 -1.18  -0.172
N: -3.12 -0.23 -0.27  0.071
C: 1.99 -1.75 2.85  0.830
C: 1.99 -3.08 3.27  -0.399
C: 3.11 -3.62 3.87  -0.741
C: 4.25 -2.84 4.06  -0.442
C: 4.27 -1.52 3.64  -0.825
C: 3.15 -0.98 3.03  0.175
H: 3.95 0.90 2.71  0.251
H: 2.22 1.76 1.37  0.463
H: -2.69 -1.00 2.98  0.364
H: -5.11 -0.86 2.35  0.351
H: -6.86 -0.34 0.66  0.438
H: -6.13 0.20 -1.68  0.386
H: -3.70 0.24 -2.18  0.514
H: 1.09 -3.66 3.13  0.491
H: 3.11 -4.65 4.19  0.412
H: 5.12 -3.26 4.53  0.409
H: 5.16 -0.92 3.78  0.378
C: 2.76 0.35 -1.50  -1.028
O: 1.60 1.11 -1.21  0.398
C: 1.64 2.40 -1.78  -0.782
C: 0.43 3.20 -1.31  -0.641
O: -0.80 2.50 -1.35  -0.249
C: -1.46 2.43 -2.60  -0.680
C: -0.94 1.34 -3.54  -0.562
O: -0.83 0.13 -2.83  0.158
C: -0.50 -0.97 -3.67  -0.913
H: 3.66 0.83 -1.11  0.334
H: 2.88 0.21 -2.58  0.308
H: 2.63 -0.62 -1.03  0.257
H: 1.67 2.32 -2.88  0.350
H: 2.55 2.93 -1.47  0.495
H: 0.37 4.12 -1.91  0.395
H: 0.57 3.48 -0.27  0.267
H: -1.41 3.39 -3.11  0.369
H: -2.50 2.21 -2.35  0.224
H: 0.02 1.61 -3.99  0.299
H: -1.67 1.24 -4.36  0.533
H: -1.30 -1.17 -4.39  0.296
H: -0.36 -1.83 -3.03  0.234
H: 0.43 -0.77 -4.22  0.302

ΔE to the lowest compared entry with this formula, charge and spin, kJ/mol: 47.9
E_tot, eV: -38731.0595
Maximum force, eV/Å: 1.28
Gap between HOMO and LUMO, eV: 7.983
LUMO, eV: -2.7
Charge: +1

# 2
Below is a structure of composition C20H25As2CoN3S4, with properties calculated with wB97M-V/def2-TZVPD.

Each line ends with the Mulliken charge.
Element x y z (Å)
Co: 0.30 0.26 0.57  0.210
S: 2.75 0.74 4.20  -0.250
C: 1.84 0.69 2.84  0.135
S: 2.43 0.51 1.21  -0.393
S: 0.10 0.72 2.76  -0.392
C: -4.47 -1.15 2.00  -0.830
N: -3.24 -1.86 2.33  0.222
C: -3.08 -2.77 3.36  -0.619
C: -1.78 -3.13 3.35  -0.279
N: -1.17 -2.45 2.32  0.549
C: -2.07 -1.66 1.69  0.007
S: -1.87 -0.59 0.39  -0.516
C: 0.21 -2.65 1.95  -0.020
C: 1.18 -2.47 2.92  -0.457
C: 2.49 -2.73 2.55  -0.422
C: 2.76 -3.16 1.26  -0.351
C: 1.69 -3.29 0.38  -0.644
N: 0.43 -3.04 0.71  -0.361
H: -5.22 -1.41 2.75  0.323
H: -4.81 -1.44 1.01  0.314
H: -4.28 -0.08 2.02  0.325
H: -3.89 -3.06 4.00  0.440
H: -1.23 -3.81 3.98  0.487
H: 0.93 -2.09 3.90  0.462
H: 3.29 -2.56 3.26  0.434
H: 3.77 -3.36 0.93  0.383
H: 1.86 -3.62 -0.64  0.574
C: -0.04 -1.60 -2.61  -1.234
As: 0.89 -0.23 -1.61  1.224
C: 2.74 -0.61 -2.05  -1.255
C: 0.59 1.36 -2.72  0.066
C: 0.83 1.34 -4.09  -0.576
C: 0.64 2.47 -4.86  -0.716
C: 0.20 3.65 -4.25  -0.715
C: -0.05 3.67 -2.89  -0.535
C: 0.14 2.53 -2.12  -0.135
As: -0.23 2.48 -0.19  1.029
C: -1.99 3.28 -0.12  -1.233
C: 0.86 3.94 0.46  -1.249
H: 0.37 -1.71 -3.61  0.451
H: -1.09 -1.35 -2.65  0.336
H: 0.06 -2.54 -2.06  0.375
H: 2.87 -0.66 -3.13  0.464
H: 3.03 -1.56 -1.60  0.315
H: 3.36 0.17 -1.63  0.377
H: 1.18 0.43 -4.57  0.272
H: 0.83 2.45 -5.92  0.389
H: 0.05 4.54 -4.85  0.387
H: -0.39 4.59 -2.43  0.281
H: -2.70 2.60 -0.61  0.320
H: -2.02 4.25 -0.61  0.443
H: -2.27 3.38 0.92  0.393
H: 0.64 4.87 -0.06  0.457
H: 1.91 3.67 0.34  0.326
H: 0.65 4.06 1.53  0.411

ΔE to the lowest compared entry with this formula, charge and spin, kJ/mol: 0.0
Multiplicity: 2
E_tot, eV: -228262.7121
Maximum force, eV/Å: 0.32
Gap between HOMO and LUMO (spin up / spin down), eV: 7.320 / 7.602
LUMO (spin up / spin down), eV: 0.4 / 0.5

# 3
Below is a structure of composition C20H25BBrCdN3O4, with properties calculated with wB97M-V/def2-TZVPD.

Each line ends with the Mulliken charge.
Element x y z (Å)
C: 2.98 4.36 0.46  -0.294
C: 1.86 3.90 -0.29  -0.176
C: 0.42 3.18 -0.72  -0.622
C: 0.40 1.62 -0.21  -0.160
C: 0.41 1.40 1.45  0.250
C: 0.39 2.69 2.52  -0.494
O: -0.60 2.50 3.60  -0.344
C: -1.98 2.46 3.10  -0.497
C: -2.86 1.16 3.66  0.219
C: -4.00 0.63 2.62  -0.807
C: 0.44 -0.09 2.14  0.490
C: 0.41 -1.32 1.06  -0.415
C: 0.36 -1.19 -0.58  0.186
C: 0.30 -2.59 -1.44  -0.301
C: 1.71 -3.46 -1.29  0.488
C: 1.56 -5.09 -0.94  -0.794
N: 2.97 -2.90 -1.41  -0.596
C: 0.37 0.33 -1.27  0.456
B: 0.32 0.49 -2.92  0.768
O: -0.47 1.55 -3.64  -0.510
N: 1.07 -0.48 -3.86  -0.078
C: 2.32 0.16 -4.44  -0.914
C: 0.06 -0.74 -4.99  -0.881
C: 0.39 -2.61 2.07  0.122
O: 0.39 -3.93 1.83  -0.473
N: 0.31 -2.10 3.52  -0.235
Br: -1.28 -2.56 4.42  0.068
C: 0.50 -0.59 3.69  0.337
O: 0.70 0.05 4.85  -0.454
H: 3.86 4.80 1.14  0.372
H: 0.29 3.32 -1.88  0.146
H: -0.49 3.72 -0.18  0.377
H: 0.16 3.71 2.00  0.316
H: 1.45 2.75 3.02  0.288
H: -2.09 2.54 1.93  0.183
H: -2.53 3.41 3.55  0.335
H: -3.37 1.51 4.67  0.448
H: -2.18 0.23 3.94  -0.159
H: -3.83 -0.49 2.27  0.155
H: -5.06 0.66 3.18  0.166
H: -4.03 1.29 1.64  0.505
H: -0.53 -3.27 -0.91  0.424
H: -0.05 -2.48 -2.55  0.144
H: 0.42 -5.32 -0.77  0.239
H: 2.03 -5.78 -1.77  0.357
H: 2.08 -5.21 0.12  0.235
H: 2.87 -1.87 -1.60  0.292
H: 0.24 2.25 -3.83  0.341
H: 2.93 -0.65 -5.05  0.285
H: 3.04 0.53 -3.57  0.295
H: 2.04 1.00 -5.20  0.350
H: 0.27 -1.75 -5.54  0.296
H: -1.06 -0.81 -4.58  0.306
H: 0.05 0.12 -5.80  0.313
Cd: -5.98 -1.06 2.79  0.651

E_tot, eV: -109047.7735
Maximum force, eV/Å: 9.72
Gap between HOMO and LUMO, eV: 1.961
LUMO, eV: -11.7
Charge: +2